(1)
Molecular formula: C5H8NO
Method: DFT, ωB97M-V with the def2-TZVPD basis set

Computed properties:
Total charge: +1

Positions of all 15 atoms, in Å:
C  0.12238  0.49188  1.10511
C  -0.21671  1.02908  2.27424
C  1.30236  0.27293  -0.80609
C  -0.11953  0.32378  -0.31427
C  -1.35312  -0.17348  -0.94059
N  0.93198  -0.52115  0.44330
O  1.47505  -0.44529  -1.85913
H  0.08274  0.52573  3.19962
H  -1.05984  1.67289  2.26432
H  1.88371  1.09379  -0.60480
H  -2.19140  0.18284  -0.31943
H  -1.53038  -1.14334  -1.13510
H  -1.50772  0.41132  -1.96809
H  0.78932  -1.87853  0.60908
H  2.26837  -0.24550  -2.43425

***

(2)
Molecular formula: C23H51F3O18S5
Method: DFT, ωB97M-V with the def2-TZVPD basis set

Computed properties:
Structure (SMILES): O=C1C[C@H](CCOCC(F)(F)F)CO1.CCOS(C)(=O)=O.CCOS(C)(=O)=O.CCOS(C)(=O)=O.CCOS(C)(=O)=O.CCOS(C)(=O)=O
Total charge: 0

Positions of all 100 atoms, in Å:
O  -0.07755  -2.00987  -0.72993
C  -0.29620  -3.14148  -1.40717
C  0.82293  -4.23817  -1.98912
C  0.30372  -4.41907  -3.53436
C  1.08414  -3.56431  -4.74190
C  1.14461  -1.99691  -4.26611
O  1.84162  -1.09330  -5.21579
C  2.31840  0.01726  -4.32663
C  2.61489  1.41630  -5.12765
F  1.47770  1.86236  -6.01031
F  3.90422  1.43371  -5.85680
F  2.72278  2.48541  -4.06672
C  -1.30717  -4.01623  -3.35080
O  -1.54670  -3.74366  -1.89733
H  0.76397  -5.14075  -1.24629
H  1.88846  -3.71284  -1.87952
H  0.29242  -5.60713  -3.64778
H  0.36789  -3.63720  -5.67476
H  2.12081  -4.03379  -5.03047
H  1.78595  -1.94950  -3.26074
H  0.06030  -1.57424  -4.09591
H  3.27759  -0.36786  -3.75366
H  1.40523  0.22747  -3.58729
H  -1.61919  -3.01109  -3.87647
H  -2.04775  -4.87826  -3.67241
O  0.44901  2.22665  -1.19586
S  0.46960  2.23462  0.25175
O  -0.61428  2.79287  1.03224
O  1.87216  2.89106  0.75878
C  2.24236  4.17121  0.26928
C  1.49228  5.27613  0.98878
C  0.77955  0.58273  0.82151
H  2.09539  4.23307  -0.81407
H  3.31500  4.28696  0.45658
H  0.42651  5.25188  0.74229
H  1.88326  6.25721  0.70468
H  1.57569  5.15964  2.07407
H  1.63989  0.17859  0.28441
H  -0.10766  -0.01965  0.61415
H  0.96908  0.60845  1.89631
O  1.85295  5.10413  4.59567
S  2.29778  4.31482  5.72490
O  1.55893  3.16210  6.19495
O  2.57989  5.30621  6.98693
C  1.55166  6.19345  7.40043
C  0.50264  5.47602  8.22868
C  3.98121  3.82753  5.44554
H  1.10012  6.69711  6.53931
H  2.02472  6.96653  8.01493
H  -0.06064  4.76438  7.61755
H  -0.20648  6.19005  8.65697
H  0.96951  4.90730  9.03922
H  4.56070  4.70630  5.15582
H  3.99163  3.09018  4.63979
H  4.37823  3.38429  6.36080
O  -1.85183  -3.05252  -6.60732
S  -2.60131  -2.60475  -7.76223
O  -3.54636  -1.51071  -7.68760
O  -3.33779  -3.88712  -8.44655
C  -4.15899  -4.71452  -7.63631
C  -5.52006  -4.08577  -7.40538
C  -1.46168  -2.27380  -9.08176
H  -3.66418  -4.94751  -6.68765
H  -4.28869  -5.65992  -8.17337
H  -5.43782  -3.18952  -6.78314
H  -6.18964  -4.78801  -6.90077
H  -5.97300  -3.78015  -8.35397
H  -0.78724  -3.12563  -9.18904
H  -0.89393  -1.37736  -8.82276
H  -2.02443  -2.10502  -10.00187
O  -4.02698  -8.35560  -5.90016
S  -2.76283  -8.33581  -5.19475
O  -1.75616  -7.32750  -5.45070
O  -2.07056  -9.80677  -5.30524
C  -1.89051  -10.38100  -6.59103
C  -0.68674  -9.78727  -7.29783
C  -3.08838  -8.37478  -3.45064
H  -2.79689  -10.27614  -7.19649
H  -1.72433  -11.45298  -6.44179
H  -0.86015  -8.73767  -7.55371
H  -0.47478  -10.33073  -8.22294
H  0.19783  -9.82099  -6.65378
H  -3.79658  -9.17871  -3.24058
H  -3.51888  -7.41263  -3.16437
H  -2.14882  -8.53524  -2.91841
O  0.50549  6.60272  11.11711
S  -0.13789  7.70771  11.79617
O  -0.49410  8.93002  11.10721
O  0.72447  8.08809  13.12538
C  2.11135  8.35686  12.98480
C  2.35193  9.75828  12.45633
C  -1.57735  7.09499  12.63399
H  2.59274  7.60593  12.34961
H  2.55634  8.26964  13.98151
H  2.00907  9.85166  11.42147
H  3.41727  10.00405  12.48353
H  1.80046  10.49652  13.04733
H  -1.30124  6.21044  13.21135
H  -2.32249  6.83201  11.87992
H  -1.96814  7.87857  13.28597

***

(3)
Molecular formula: CH2N2O4P
Method: DFT, ωB97M-V with the def2-TZVPD basis set

Computed properties:
Structure (SMILES): NP(C(=O)[O-])[N+](=O)[O-]
Total charge: -1

Positions of all 10 atoms, in Å:
C  0.63491  -1.60021  -0.13589
N  -1.47046  0.01987  0.24227
N  0.91382  1.44613  0.13501
O  -0.03159  -2.53833  0.17094
O  0.60298  1.67593  -1.01584
O  1.46711  -1.35069  -1.00478
O  1.73439  1.99597  0.78869
P  -0.05631  0.03183  1.12083
H  -2.09497  0.75959  0.33513
H  -1.69990  -0.44012  -0.63637

***

(4)
Molecular formula: C5H12N2S
Method: DFT, ωB97M-V with the def2-TZVPD basis set

Computed properties:
Total charge: 0

Positions of all 20 atoms, in Å:
C  -3.50814  -0.48836  2.28672
C  -2.42420  -0.29521  1.50214
C  3.73110  0.24076  -1.47124
C  2.61865  -0.66292  -0.96449
C  2.05875  -0.59959  0.24652
N  -1.19576  0.01492  -0.92660
N  -3.46713  1.50174  -0.11321
S  -2.05187  1.07292  0.36113
H  -3.40178  -1.23458  3.01940
H  -4.37791  0.19572  2.31079
H  -1.70980  -1.18109  1.51803
H  4.64622  -0.38130  -1.78744
H  3.27822  0.63122  -2.36376
H  3.94341  0.89407  -0.70412
H  -0.34824  -0.36023  -0.54871
H  2.32503  -1.32250  -1.76413
H  2.72641  0.02873  0.95549
H  1.27162  -1.10536  0.62337
H  -0.71389  0.61889  -1.63198
H  -3.40070  2.43218  -0.54792

***

(5)
Molecular formula: C6H8N3O
Method: DFT, ωB97M-V with the def2-TZVPD basis set

Computed properties:
Structure (SMILES): C#CN1C=CCN1C(=[NH2+])O
Total charge: +1

Positions of all 18 atoms, in Å:
C  -2.86967  1.90575  -0.72297
C  -1.93065  1.31434  -0.24230
C  -0.64302  -1.65627  0.65453
C  -1.49827  -0.69365  0.98255
C  1.29414  1.11682  0.22742
C  0.33441  -1.06393  -0.36955
N  0.17622  0.34999  -0.02307
N  2.45028  0.93656  -0.43656
N  -1.07090  0.56487  0.60171
O  1.31770  2.15547  1.07437
H  -3.44080  2.50346  -1.39587
H  -0.53147  -2.61512  1.23110
H  -2.38343  -0.87422  1.48270
H  1.40443  -1.30434  -0.25698
H  -0.00497  -1.19275  -1.28016
H  2.63437  0.20585  -1.14925
H  3.04506  1.67953  -0.58074
H  0.69445  2.33238  1.71571

***

LUMO / eV: -4.51, 0.24, 4.11, 0.60, -3.49
ΔE to the lowest compared entry with this formula, charge and spin / kJ/mol: 438.9, 614.4, 7.0, 407.2, 490.7
Frontier orbital gap / eV: 10.033, 10.531, 8.056, 9.098, 9.489